Computed, not measured: C2H3IN2O as an isolated structure at a distorted geometry, with ωB97M-V with the def2-TZVPD basis set.

Geometry as XYZ:
```
9
C2H3IN2O, DFT ωB97M-V with the def2-TZVPD basis set
C 0.0400 0.4480 -0.0392
C 0.1502 -0.8283 0.0450
N 2.9090 -2.0907 0.0717
N 2.3270 -1.0154 -0.0849
O 2.3959 -3.1960 -0.0660
I 3.5149 0.6214 -0.0122
H -0.9487 1.0140 -0.0714
H 0.9019 1.1472 -0.1069
H 0.1065 -1.8304 0.3414
```

E_tot: -15244.052 eV
Orbital gap (spin up / spin down): 7.05 / 7.04 eV